Entry 1:
Here is a single C7H7NS molecule from the Open Molecules 2025 dataset. Energies are from ωB97M-V/def2-TZVPD.

Structure (XYZ):
```
16
Properties=species:S:1:pos:R:3:lowdin_charge:R:1
C 0.44527 -0.08165 1.64744 -0.04
C 1.13998 -0.05686 -0.64844 -0.20
H -3.78420 -0.02088 -0.80321 -0.11
C -1.64382 0.01542 0.47433 -0.65
C 0.20883 -0.21119 -1.52414 0.00
C -1.64638 -1.34638 0.27922 -0.33
H 1.95288 0.64771 -1.03392 0.14
H -0.98874 1.59396 1.49310 0.08
H 0.31320 0.33606 -2.43024 0.07
S -3.01119 0.94649 -0.23966 0.80
C -0.73152 0.66778 1.18267 -0.11
H 2.17268 -0.90323 1.00332 0.08
H -0.55302 -0.99247 -1.40296 0.06
N -1.86826 -2.46640 0.35604 0.21
C 1.26383 -0.55579 0.68535 -0.07
H 0.44496 -0.44306 2.58682 0.08
```

The HOMO-LUMO gap is 9.265 eV. Its HOMO energy is -9.04 eV. Its structure (SMILES) is C=C/C=C\C=C(\S)C#N. The energy is -723.7387 Eh.

---

Entry 2:
Here is C7H7O6SV as an isolated structure from the Open Molecules 2025 dataset. Energies are from ωB97M-V/def2-TZVPD.

Structure (XYZ):
```
22
Properties=species:S:1:pos:R:3:lowdin_charge:R:1
C -0.58584 2.04610 0.67066 -0.43
H -3.86607 0.14344 2.60678 0.10
C -2.97672 0.37143 2.00498 -0.20
O -1.85537 2.34303 0.31865 -0.20
H -2.87136 -0.31533 1.15474 0.06
H -5.31049 1.47666 0.50207 0.10
H -0.13000 3.79371 0.03889 0.16
O 1.32923 2.42214 -0.73187 0.19
S -3.19865 2.05453 1.40044 1.27
O 2.95071 -0.21535 -1.30561 0.19
O -0.26410 1.13232 1.44132 0.06
C 2.05505 -0.53544 -0.61245 -0.16
C -0.83072 -0.85817 -0.53579 -0.12
C 0.36568 2.84184 -0.13818 -0.10
H -4.40322 2.57074 -0.58353 0.09
C -4.32912 1.69027 0.06161 -0.18
H -3.94529 0.83247 -0.50277 0.07
O -1.84152 -0.69476 -1.11505 0.13
C 1.02602 -2.94980 0.51366 -0.04
H -2.07916 0.34938 2.63193 0.07
O 1.20330 -4.10480 0.56794 0.22
V 0.74758 -1.12063 0.39365 0.70
```

The expectation value of S² is 2.063. The HOMO-LUMO gap (alpha / beta) is 7.652 / 6.649 eV. Its HOMO energy (alpha / beta) is -16.89 / -15.90 eV. As for the net charge: +2. The energy is -2063.7408 Eh. The multiplicity is 3.

---

Entry 3:
Here is C7H8 as an isolated structure from the Open Molecules 2025 dataset. Energies are from ωB97M-V/def2-TZVPD.

Structure (XYZ):
```
15
Properties=species:S:1:pos:R:3:lowdin_charge:R:1
C 1.37099 1.16513 -0.27049 -0.03
H 0.84176 -2.38622 -0.85182 0.07
H 1.34117 2.03087 -1.03309 0.12
H 1.51354 1.60519 0.64866 0.05
H -1.43929 1.92442 -0.70097 0.12
C 0.48807 -2.10187 0.09991 0.00
C -0.32210 -0.82288 -0.08499 -0.19
C -1.22129 1.14663 0.02099 -0.13
H 1.20692 -1.87490 0.87191 0.08
C -1.71487 -0.43465 0.10350 -0.22
C 0.09675 0.43516 -0.17053 -0.27
H -1.32774 1.49345 1.03181 0.11
C -2.82341 0.15978 0.22642 0.12
H 2.19974 0.39732 -0.46731 0.11
H -0.21025 -2.73743 0.57598 0.07
```

The HOMO-LUMO gap is 9.602 eV. Its HOMO energy is -8.82 eV. The energy is -271.3175 Eh.

---

Entry 4:
Here is a single C7H8 molecule from the Open Molecules 2025 dataset. Energies are from ωB97M-V/def2-TZVPD.

Structure (XYZ):
```
15
Properties=species:S:1:pos:R:3:lowdin_charge:R:1
H -1.43728 2.25930 -0.09748 0.11
C 0.24716 -1.20214 0.00964 -0.09
C 2.46933 -0.09484 -0.08795 0.05
H -2.49388 -0.03234 0.91898 0.13
C -1.87720 -0.02129 -0.01678 -0.17
C -0.93029 1.25689 -0.13403 -0.04
C 1.13717 0.02519 0.09228 -0.31
H 0.86446 2.22280 0.25828 0.09
C 0.39423 1.28714 0.07827 -0.09
H -1.50520 -2.23170 0.12785 0.13
H 2.92240 -1.13728 -0.01601 0.08
H 0.88116 -2.10360 -0.01997 0.11
H 2.97147 0.87093 -0.27276 0.07
H -2.60689 0.10931 -0.75377 0.08
C -1.03664 -1.20839 -0.08655 -0.15
```

The HOMO-LUMO gap is 9.215 eV. Its HOMO energy is -8.31 eV. Its structure (SMILES) is C=C1C=CCC=C1. The energy is -271.4476 Eh.

---

Entry 5:
Here is a single C7H8 molecule from the Open Molecules 2025 dataset. Energies are from ωB97M-V/def2-TZVPD.

Structure (XYZ):
```
15
Properties=species:S:1:pos:R:3:lowdin_charge:R:1
C -0.40489 -0.72844 0.80956 -0.11
C -0.26943 0.03582 -0.48490 -0.32
C 0.92290 -0.69830 0.07781 -0.11
H 2.30950 0.88834 1.22637 0.13
H -1.10376 -1.52868 1.02585 0.13
H 1.50558 -1.46438 -0.42109 0.13
H -0.23398 0.83709 2.62175 0.13
C 1.33945 0.53933 0.89307 -0.13
H 0.09792 2.39859 0.26139 0.12
C -0.95516 -0.40904 -1.74823 -0.03
H -0.46808 -0.06697 -2.66770 0.07
H -2.01944 -0.15317 -1.79353 0.07
C 0.16267 1.31708 0.34707 -0.07
C 0.01832 0.51179 1.61933 -0.13
H -0.89789 -1.50911 -1.75419 0.09
```

The HOMO-LUMO gap is 9.880 eV. Its HOMO energy is -8.63 eV. Its structure (SMILES) is C[C@@]12[C@@H]3[C@H]4[C@@H]3[C@@H]1[C@H]42. The energy is -271.3551 Eh.

---

Entry 6:
Here is a single C7H8 molecule from the Open Molecules 2025 dataset. Energies are from ωB97M-V/def2-TZVPD.

Structure (XYZ):
```
15
Properties=species:S:1:pos:R:3:lowdin_charge:R:1
H -1.69175 -2.26862 -0.65437 0.13
C 2.86117 -1.60130 -0.03945 0.05
H 0.15550 1.45910 1.41976 0.10
C 1.07872 1.31824 0.86116 -0.04
H 0.30546 2.13290 -1.10411 0.13
C 1.16808 1.54648 -0.65894 -0.07
C -0.54617 -0.40187 -0.46786 -0.06
C 0.76815 0.18005 -0.16448 -0.45
H 1.98708 1.30094 1.48540 0.11
H -0.85667 -1.96072 1.02345 0.07
H -1.00768 0.18683 -1.38290 0.14
C -0.79356 -1.80101 -0.02346 -0.10
H 0.09120 -2.30055 -0.30157 0.04
H 2.17192 1.53542 -1.06432 0.11
C 1.96795 -0.81902 0.02909 -0.16
```

The HOMO-LUMO gap (alpha / beta) is 9.461 / 5.584 eV. Its HOMO energy (alpha / beta) is -9.90 / -8.15 eV. The energy is -271.2091 Eh.

---

Entry 7:
Here is C7H8 as an isolated structure from the Open Molecules 2025 dataset. Energies are from ωB97M-V/def2-TZVPD.

Structure (XYZ):
```
15
Properties=species:S:1:pos:R:3:lowdin_charge:R:1
C 0.50745 -0.67225 0.65039 -0.19
H -1.83102 1.11387 0.48674 0.10
H 0.49044 -1.75170 -1.23816 0.15
H 2.52705 -1.33849 1.38842 0.07
H -0.03063 0.35575 -1.79710 0.07
C 1.87450 -0.54874 1.16634 -0.08
H -0.93229 -1.81294 -0.15343 0.07
C -0.92548 1.14764 -0.16010 -0.12
C 0.13966 0.67305 0.93432 -0.26
H -0.07012 1.11005 1.90383 0.12
C 1.80787 0.76801 0.76463 0.12
H -0.76404 2.20738 -0.35538 0.10
H -1.75958 -0.01430 -1.80660 0.12
C -0.80340 -0.01652 -1.25137 -0.15
C -0.23041 -1.22083 -0.53252 -0.13
```

The HOMO-LUMO gap is 9.553 eV. Its HOMO energy is -8.63 eV. The energy is -271.3349 Eh.

---

Entry 8:
Here is a single C7H8 molecule from the Open Molecules 2025 dataset. Energies are from ωB97M-V/def2-TZVPD.

Structure (XYZ):
```
15
Properties=species:S:1:pos:R:3:lowdin_charge:R:1
H -0.04411 -2.15463 1.43650 0.08
H 0.30977 2.47387 0.22958 0.12
H -1.65858 -1.90423 0.72776 0.08
H 1.12925 -1.39023 -1.38377 0.13
H 0.08096 1.22577 -2.50132 0.12
C -0.78551 0.84725 -0.38283 -0.14
C -0.80048 -1.40702 1.18529 -0.03
H -1.13084 -0.93676 2.12237 0.08
C 0.18477 0.82810 -1.50057 -0.10
C -0.20293 -0.40560 0.26949 -0.36
H -1.73563 1.36212 -0.34038 0.13
C 1.15612 0.23445 0.36641 -0.09
H 1.97535 -0.00795 1.04196 0.13
C 0.56637 1.54907 -0.22450 -0.09
C 0.75460 -0.49641 -0.90262 -0.08
```

The HOMO-LUMO gap is 9.285 eV. Its HOMO energy is -8.09 eV. Its structure (SMILES) is C[C@@]12[C@@H]3[C@H]4[C@@H]3[C@@H]1[C@H]42. The energy is -271.3403 Eh.

---

Among the records above, which one has the highest energy? number 6